{"formula": "C44H42Cl5F3N2OP2S2Sn", "method": "ωB97M-V/def2-TZVPD", "symbols": ["Sn", "F", "C", "F", "F", "C", "C", "C", "C", "N", "C", "S", "H", "H", "H", "C", "S", "C", "C", "C", "N", "P", "C", "C", "C", "C", "C", "C", "C", "C", "C", "C", "C", "C", "P", "C", "C", "C", "C", "C", "C", "C", "C", "C", "C", "C", "C", "H", "H", "H", "H", "H", "H", "H", "H", "H", "H", "H", "H", "H", "H", "H", "H", "H", "H", "H", "H", "H", "H", "H", "H", "H", "H", "H", "H", "H", "Cl", "C", "C", "C", "Cl", "C", "Cl", "C", "Cl", "C", "Cl", "C", "C", "O", "C", "C", "H", "H", "H", "H", "H", "H", "H", "H", "H", "H"], "positions_angstrom": [[1.68, 0.36, 1.15], [1.56, -4.83, 1.10], [1.65, -4.83, 2.43], [0.57, -5.47, 2.91], [2.73, -5.54, 2.77], [1.72, -3.44, 3.03], [1.85, -3.36, 4.41], [1.89, -2.14, 5.04], [1.76, -1.00, 4.27], [1.63, -1.07, 2.94], [1.62, -2.26, 2.30], [1.55, -2.10, 0.55], [1.94, -4.28, 4.98], [2.00, -2.06, 6.12], [1.77, -0.01, 4.70], [-0.54, -0.83, -5.88], [-0.80, -1.72, -4.33], [-2.60, -1.59, -4.21], [-3.10, -0.37, -3.44], [-3.29, -0.54, -1.94], [-2.06, -0.44, -1.12], [-0.98, 0.86, -0.87], [0.09, 1.04, -2.31], [-0.13, 1.92, -3.37], [0.77, 1.98, -4.42], [1.88, 1.14, -4.45], [2.09, 0.24, -3.42], [1.20, 0.19, -2.35], [-2.04, 2.31, -0.69], [-1.64, 3.59, -1.06], [-2.45, 4.68, -0.80], [-3.67, 4.51, -0.16], [-4.07, 3.24, 0.24], [-3.26, 2.15, -0.02], [-1.32, -1.61, -0.20], [-1.76, -1.53, 1.54], [-1.68, -2.72, 2.28], [-1.89, -2.70, 3.65], [-2.17, -1.50, 4.30], [-2.23, -0.32, 3.57], [-2.01, -0.33, 2.20], [-1.68, -3.25, -0.78], [-0.71, -3.95, -1.49], [-0.99, -5.22, -1.97], [-2.23, -5.79, -1.72], [-3.20, -5.11, -1.00], [-2.93, -3.84, -0.51], [0.53, -0.85, -6.08], [-0.86, 0.21, -5.81], [-1.05, -1.33, -6.70], [-2.98, -2.52, -3.77], [-2.98, -1.56, -5.23], [-4.08, -0.07, -3.83], [-2.43, 0.48, -3.64], [-3.73, -1.52, -1.72], [-3.99, 0.21, -1.58], [-1.01, 2.55, -3.40], [0.60, 2.67, -5.24], [2.58, 1.19, -5.27], [2.94, -0.43, -3.44], [1.35, -0.55, -1.57], [-0.68, 3.75, -1.53], [-2.14, 5.67, -1.11], [-4.31, 5.37, 0.04], [-5.01, 3.10, 0.75], [-3.59, 1.17, 0.31], [-1.46, -3.66, 1.79], [-1.85, -3.62, 4.21], [-2.35, -1.49, 5.37], [-2.45, 0.62, 4.07], [-2.05, 0.60, 1.66], [0.25, -3.50, -1.69], [-0.24, -5.76, -2.53], [-2.44, -6.79, -2.09], [-4.16, -5.57, -0.80], [-3.67, -3.32, 0.08], [4.29, -0.23, -0.37], [4.66, 0.77, 1.01], [3.59, 1.13, 1.81], [3.83, 1.95, 2.90], [2.51, 2.40, 3.92], [5.12, 2.39, 3.19], [5.41, 3.40, 4.54], [6.19, 2.01, 2.36], [7.77, 2.54, 2.70], [5.96, 1.18, 1.26], [7.24, 0.70, 0.24], [-0.49, 3.09, 2.44], [0.46, 3.95, 1.65], [1.12, 3.19, 0.63], [1.91, 4.07, -0.19], [2.98, 3.30, -0.93], [-0.90, 3.68, 3.27], [0.00, 2.22, 2.88], [-1.33, 2.76, 1.83], [1.22, 4.39, 2.30], [-0.09, 4.77, 1.18], [2.36, 4.84, 0.44], [1.24, 4.58, -0.90], [3.74, 2.94, -0.25], [3.46, 3.96, -1.65], [2.55, 2.46, -1.48]], "lowdin_charge": [1.17, 0.11, -0.60, 0.15, 0.18, -0.10, 0.04, 0.00, -0.09, -0.09, -0.60, 0.66, 0.15, 0.13, 0.08, -0.38, 0.82, -0.46, -0.22, -0.19, -0.40, 1.01, -0.37, -0.09, -0.06, -0.06, -0.08, -0.20, -0.34, -0.10, -0.05, -0.04, -0.05, -0.12, 0.98, -0.34, -0.09, -0.05, -0.05, -0.05, -0.10, -0.37, -0.11, -0.04, -0.04, -0.05, -0.09, 0.03, 0.03, 0.04, 0.07, 0.08, 0.12, 0.09, 0.11, 0.10, 0.11, 0.12, 0.12, 0.12, 0.01, 0.09, 0.12, 0.12, 0.12, 0.09, 0.11, 0.12, 0.12, 0.12, 0.05, 0.08, 0.12, 0.12, 0.12, 0.12, 0.71, -0.71, -0.39, -0.67, 0.77, -0.69, 0.75, -0.69, 0.76, -0.70, 0.75, -0.09, -0.28, -0.29, -0.25, -0.04, 0.10, 0.01, 0.05, 0.10, 0.12, 0.13, 0.11, 0.06, 0.10, 0.06], "homo_lumo_gap_ev": [5.087, 5.420], "total_energy_ev": -168168.28589, "total_charge": 2, "de_lowest_kj_mol": 96.9}

{"formula": "C24H30N7O2Sc", "method": "ωB97M-V/def2-TZVPD", "symbols": ["Sc", "O", "C", "C", "C", "C", "C", "C", "C", "N", "N", "C", "O", "C", "C", "C", "C", "C", "C", "H", "H", "H", "H", "H", "H", "H", "H", "H", "H", "C", "N", "C", "C", "N", "N", "C", "N", "N", "H", "H", "H", "H", "H", "H", "H", "H", "H", "H", "H", "C", "C", "C", "C", "C", "C", "H", "H", "H", "H", "H", "H", "H", "H", "H"], "positions_angstrom": [[-0.66, 0.20, -0.08], [-1.76, 0.55, -1.68], [-1.47, 1.55, -2.51], [-1.47, 1.32, -3.89], [-1.18, 2.34, -4.78], [-0.91, 3.63, -4.32], [-0.92, 3.87, -2.97], [-1.17, 2.85, -2.04], [-1.20, 3.20, -0.63], [-1.04, 2.32, 0.29], [-1.30, 2.69, 1.62], [-1.72, 1.62, 2.23], [-1.86, 0.45, 1.69], [-2.03, 1.73, 3.69], [-1.85, 2.93, 4.38], [-2.11, 3.00, 5.74], [-2.56, 1.88, 6.42], [-2.76, 0.69, 5.74], [-2.49, 0.61, 4.38], [-1.69, 0.32, -4.24], [-1.18, 2.13, -5.84], [-0.70, 4.43, -5.02], [-0.72, 4.87, -2.59], [-1.43, 4.22, -0.33], [-1.50, 3.79, 3.83], [-1.96, 3.93, 6.26], [-2.77, 1.93, 7.48], [-3.12, -0.19, 6.26], [-2.64, -0.31, 3.83], [-1.84, -4.67, 0.06], [-0.82, -4.25, 1.02], [0.27, -5.22, 1.17], [-0.51, -2.91, 1.04], [-0.96, -2.04, 0.21], [0.30, -2.57, 2.11], [0.98, -1.38, 2.37], [1.75, -1.51, 3.51], [0.85, -0.34, 1.67], [-2.12, -5.69, 0.29], [-1.48, -4.64, -0.98], [-2.72, -4.04, 0.15], [-0.17, -6.21, 1.27], [0.86, -5.03, 2.06], [0.93, -5.22, 0.30], [-1.44, -2.48, -0.57], [0.23, -3.20, 2.88], [2.23, -2.39, 3.63], [2.33, -0.71, 3.73], [1.48, 0.41, 1.95], [4.47, 0.09, -2.62], [3.06, 0.10, -3.23], [2.87, 1.36, -4.08], [2.89, -1.14, -4.12], [2.05, 0.08, -2.16], [1.21, 0.11, -1.27], [5.22, 0.11, -3.41], [4.62, -0.80, -2.01], [4.61, 0.96, -1.98], [3.60, 1.38, -4.89], [3.00, 2.26, -3.47], [1.87, 1.39, -4.51], [3.63, -1.14, -4.92], [1.89, -1.16, -4.56], [3.01, -2.06, -3.54]], "lowdin_charge": [0.92, -0.19, -0.35, -0.02, -0.09, -0.10, -0.05, -0.15, -0.05, -0.08, 0.08, -0.48, -0.16, -0.15, -0.03, -0.09, -0.10, -0.09, -0.03, 0.11, 0.10, 0.09, 0.11, 0.13, 0.10, 0.10, 0.10, 0.10, 0.11, -0.06, -0.16, -0.05, -0.40, 0.13, 0.15, -0.47, 0.15, 0.12, 0.09, 0.10, 0.10, 0.09, 0.07, 0.10, 0.07, 0.14, 0.10, 0.10, 0.10, -0.07, -0.64, -0.05, -0.06, -0.17, -0.08, 0.08, 0.08, 0.08, 0.08, 0.09, 0.07, 0.08, 0.08, 0.08], "homo_lumo_gap_ev": 7.388, "total_energy_ev": -60604.06791, "de_lowest_kj_mol": 38.2}